(1)
ORCA calculation (wB97M-V/def2-TZVPD) on a cluster of 3 separate species, C25H41N2O8S in total in a non-equilibrium geometry.

Geometry as XYZ:
```
77
Properties=species:S:1:pos:R:3:forces:R:3
C -4.35898 1.37722 1.01586 0.7 -0.2 0.4
C -3.74066 1.96404 0.16660 0.6 0.7 -0.5
C -2.92394 2.85038 -0.75372 -1.2 0.6 1.1
O -1.70217 2.24452 -1.19047 0.0 -1.4 0.1
C -1.90477 1.24210 -2.10785 -0.2 1.1 -0.2
O -2.58391 1.45035 -3.06312 -0.2 -0.8 0.0
C -1.21162 -0.09301 -1.82961 0.9 -0.8 0.8
C -0.94277 -0.50122 -0.48425 0.1 0.2 -1.0
N -1.25657 0.31660 0.62292 -0.4 -1.0 0.6
C -1.75351 -0.31824 1.56068 0.3 -0.3 -0.1
O -2.17878 -0.97872 2.41138 0.0 0.8 -0.2
C -0.31755 -1.72435 -0.25945 -0.3 0.6 0.3
N 0.01950 -2.56192 -1.25275 0.5 0.0 -0.2
C 0.64256 -3.84555 -0.79879 -0.2 -0.7 1.0
C -0.49071 -4.88288 -0.45876 -0.4 -0.2 0.3
C -0.55701 -6.12927 -1.41051 -0.5 0.7 0.1
C -0.46501 -5.28600 1.06390 -0.4 0.5 -0.5
C -0.19488 -2.25004 -2.54962 -0.4 0.5 -0.2
C 0.22710 -3.21416 -3.67156 0.5 0.0 -0.7
O -0.78315 -3.49647 -4.61114 0.1 0.0 1.2
C -1.96743 -4.06135 -4.02003 -1.2 -0.2 -1.0
C -3.17724 -3.14392 -4.37573 0.8 -0.1 -0.5
C -0.79837 -0.99292 -2.84275 0.2 0.7 -0.3
S -1.04264 -0.53347 -4.58299 0.3 -0.2 -0.1
H -4.59064 0.83861 1.92617 -0.4 0.3 -0.7
H -3.56754 3.22579 -1.56469 0.5 -0.4 0.0
H -2.62923 3.73720 -0.16118 0.0 -0.5 -0.3
H -0.08507 -2.02061 0.77190 0.1 0.0 -0.6
H 1.15072 -3.59913 0.15178 -0.1 0.0 -0.7
H 1.41005 -4.21336 -1.49141 -0.5 0.3 0.1
H -1.45365 -4.34243 -0.58305 0.6 -0.1 0.0
H -0.47171 -7.06647 -0.83948 0.3 0.3 -0.4
H -1.55256 -6.15226 -1.89186 0.5 -0.1 0.2
H 0.18050 -6.02768 -2.22327 -0.2 -0.5 0.4
H -0.03158 -4.46142 1.66381 -0.1 -0.6 -0.2
H 0.07488 -6.22888 1.24299 -0.1 0.5 0.0
H -1.51351 -5.39360 1.40356 0.6 -0.2 -0.1
H 1.04176 -2.70792 -4.23252 -0.5 -0.2 0.3
H 0.64597 -4.17087 -3.31575 -0.2 0.5 0.3
H -2.15451 -5.02950 -4.52787 0.3 0.4 0.3
H -1.87361 -4.28529 -2.94270 0.1 0.4 -0.4
H -2.87828 -2.59811 -5.29356 -0.2 -0.3 0.4
H -3.40156 -2.37261 -3.61934 -0.1 -0.5 -0.2
H -4.04051 -3.76373 -4.66440 0.1 0.4 0.5
H 0.02663 0.27525 -4.83219 -0.3 -0.3 0.7
C 0.45094 7.80665 3.34916 0.1 0.1 0.0
O 1.24631 7.09349 2.41513 -0.3 0.0 0.1
C 0.72665 5.80605 2.12302 0.5 0.1 -0.2
C 0.05782 5.77831 0.76283 -0.4 -0.2 0.2
O -1.14839 6.53076 0.76481 0.2 0.1 -0.1
C -1.00985 7.78792 0.11944 -0.1 0.0 0.0
H 0.83826 8.82230 3.41488 0.1 -0.1 0.0
H -0.59474 7.85057 3.03389 0.0 0.0 0.0
H 0.52032 7.34138 4.33759 -0.1 0.0 0.0
H 0.03421 5.47424 2.90300 -0.1 0.0 -0.1
H 1.57676 5.11540 2.11012 0.0 -0.1 0.0
H -0.21495 4.74317 0.52576 0.1 0.0 0.0
H 0.74188 6.13325 -0.01354 0.0 0.0 0.1
H -0.87126 7.64678 -0.95733 0.1 0.1 0.0
H -0.17226 8.35765 0.52826 0.0 0.0 0.0
H -1.92775 8.35164 0.28066 0.0 -0.1 0.0
C 1.77257 -0.14639 2.48129 0.0 -0.1 -0.1
O 2.54640 -1.11850 1.79324 -0.2 0.1 0.0
C 3.75846 -0.57923 1.26648 0.1 -0.5 -0.1
C 4.95430 -0.99232 2.10041 0.2 0.5 0.1
O 4.93650 -0.35943 3.37062 -0.2 -0.2 0.0
C 4.53549 -1.23362 4.41422 0.1 0.1 0.1
H 0.93939 -0.65871 2.96660 0.1 -0.1 0.0
H 2.36140 0.36416 3.24596 0.0 0.0 0.0
H 1.36906 0.58453 1.77211 0.0 0.1 0.1
H 3.70021 0.50977 1.18542 0.0 0.0 0.1
H 3.87596 -0.98693 0.25698 0.0 0.0 0.0
H 5.86592 -0.66280 1.59286 0.0 0.0 -0.1
H 4.99982 -2.08077 2.20360 -0.1 0.0 0.0
H 5.30459 -1.99237 4.58783 -0.1 -0.1 0.0
H 3.58208 -1.71885 4.18783 0.0 0.0 0.0
H 4.41985 -0.64280 5.32166 0.1 0.0 -0.1
```
Positions in Å, forces in eV/Å.

Summary:
Total energy ... -2086.346133 hartree
LUMO ... -4.70 eV
Largest force on an atom ... 1.72 eV/Å
Charge ... +1
Kohn-Sham gap ... 6.20 eV

Here are the Löwdin charges for atoms 1 to 6, given in e:
1. C 0.1074
2. C -0.0735
3. C -0.1458
4. O -0.0186
5. C -0.4206
6. O 0.1429

=====

(2)
ORCA calculation (wB97M-V/def2-TZVPD) on a structure of composition C25H42AlCl2N2O4 in a non-equilibrium geometry.

Geometry as XYZ:
```
76
Properties=species:S:1:pos:R:3:forces:R:3
C -0.68690 -4.30651 0.82493 0.0 1.0 0.2
C -0.84386 -2.94993 1.57587 0.7 -0.7 0.9
C 0.44366 -2.08890 1.47004 -1.9 -0.5 -0.1
N 0.18785 -0.85269 2.19385 0.0 0.7 0.0
C 1.07137 0.28349 1.85860 2.2 -2.0 1.1
O 1.40187 0.98303 3.08386 -1.6 0.5 -0.4
C 0.27932 1.22956 3.90336 0.6 0.6 0.8
C 0.18930 0.29117 5.13117 -1.2 0.1 -0.1
C -1.29685 -0.07393 5.43213 0.3 0.2 0.0
O 2.27710 -0.31470 1.56574 -0.4 1.0 -1.2
Al 2.81382 -0.09792 -0.17698 -0.3 -0.4 1.3
C 4.61102 0.80589 -0.42369 -0.1 0.2 -0.8
C 5.49366 0.05016 -1.36427 0.1 0.0 0.5
C 5.12647 0.06697 -2.83323 0.5 0.1 0.0
N 6.52932 -0.61737 -1.00393 -0.3 0.2 -0.1
O 1.30430 0.82254 -0.48249 0.6 0.2 0.0
C 0.59362 1.23896 0.65104 0.8 -0.8 -1.0
C -0.85377 0.90952 0.20086 -0.1 0.2 1.0
O -1.15237 1.39919 -1.09787 -0.6 -0.1 0.5
C -1.33715 0.43190 -2.05306 0.2 0.0 -0.2
C -0.49690 0.50116 -3.14028 0.8 0.9 -0.3
C -0.57598 -0.36170 -4.19889 0.1 -0.4 -1.0
C 0.34756 -0.22634 -5.39538 -0.5 0.5 0.2
C -1.54498 -1.35223 -4.16950 0.3 0.1 -0.5
C -2.38620 -1.43323 -3.09100 -0.5 -0.7 -0.4
C -2.31600 -0.55901 -2.02548 -0.3 0.2 1.5
C -3.30097 -0.66814 -0.86553 -1.6 -0.5 -0.7
C -4.45658 0.37369 -1.01730 0.3 -0.3 0.7
C -3.98319 -2.07043 -0.81468 1.3 0.1 0.2
C 0.92577 2.71476 0.99285 -0.4 0.4 -0.5
Cl 2.70514 3.00368 1.11992 -0.3 -0.3 0.1
C 0.39298 3.81947 0.05679 -0.4 0.6 0.9
C -1.13011 4.09751 0.22834 0.4 -0.7 -0.6
Cl 0.88443 3.68826 -1.66390 0.0 0.1 0.2
H -0.71039 -5.14983 1.51933 -0.2 0.0 -0.2
H 0.30424 -4.29843 0.35787 -0.3 -0.2 -0.3
H -1.48000 -4.37837 0.07691 0.3 -0.4 -0.1
H -0.93879 -3.19781 2.64446 -0.3 0.3 -0.1
H -1.74883 -2.39567 1.29618 0.2 -0.1 -0.2
H 0.62348 -1.95808 0.39458 0.4 0.1 0.2
H 1.21997 -2.69196 1.94578 0.3 0.4 -0.3
H -0.79755 -0.61952 2.21191 0.1 -0.1 -0.1
H -0.67491 1.27315 3.35414 0.2 -0.3 -0.1
H 0.40985 2.24881 4.31216 -0.1 -0.1 -0.2
H 0.54970 0.82511 6.01593 0.4 -0.2 -0.2
H 0.77166 -0.61468 4.96412 0.1 0.2 -0.1
H -1.53306 0.08955 6.48947 0.0 -0.4 -0.1
H -1.98192 0.58605 4.88316 0.1 -0.1 0.0
H -1.52386 -1.10235 5.13756 0.0 0.1 0.1
H 2.89467 -1.63195 -0.66842 0.0 0.1 -0.5
H 5.08917 0.96752 0.55094 -0.1 -0.2 -0.1
H 4.40690 1.80218 -0.84626 -0.1 -0.2 0.0
H 4.94454 1.10157 -3.14957 -0.3 -0.2 0.0
H 5.97152 -0.30998 -3.41793 -0.1 -0.1 0.1
H 4.25697 -0.56487 -3.04488 0.0 0.2 0.1
H 6.60722 -0.49510 0.00874 0.2 -0.2 -0.1
H -0.90729 -0.17846 0.18423 0.2 0.1 0.0
H -1.61627 1.26229 0.91855 0.1 0.0 -0.2
H 0.25205 1.28846 -3.17733 -0.1 -0.1 0.3
H 1.23036 -0.86202 -5.29379 -0.1 0.1 -0.2
H 0.64314 0.82296 -5.50537 0.2 -0.2 0.1
H -0.21286 -0.46038 -6.30774 0.3 -0.3 0.1
H -1.64809 -2.03886 -5.00575 0.0 0.0 0.1
H -3.13804 -2.21429 -3.14250 0.0 0.1 0.3
H -2.86411 -0.53316 0.12193 0.4 0.2 -0.3
H -5.28763 -0.06210 -1.58147 0.3 0.2 -0.3
H -4.86497 0.55028 -0.01252 0.0 0.3 -0.2
H -4.10898 1.30583 -1.46757 -0.2 0.0 0.1
H -3.20436 -2.81430 -1.02784 -0.3 -0.1 0.0
H -4.77526 -2.16128 -1.55977 0.0 -0.1 0.2
H -4.32241 -2.28481 0.20346 -0.4 0.1 -0.2
H 0.54187 2.97618 1.98427 0.0 -0.1 -0.1
H 0.87419 4.73624 0.40437 0.2 -0.2 -0.2
H -1.29321 5.10086 0.62505 0.0 -0.1 -0.1
H -1.58537 3.98453 -0.75753 -0.2 0.2 0.3
H -1.59009 3.35881 0.88922 0.0 0.2 0.0
```
Positions in Å, forces in eV/Å.

Summary:
Total energy ... -2551.205353 hartree
LUMO ... 2.52 eV
Largest force on an atom ... 3.15 eV/Å
Charge ... -1
Kohn-Sham gap ... 7.83 eV

Here are the Löwdin charges for atoms 1 to 6, given in e:
1. C -0.0940
2. C -0.2348
3. C -0.2266
4. N 0.0443
5. C -0.5011
6. O -0.0883

=====

(3)
ORCA calculation (wB97M-V/def2-TZVPD) on a cluster of 2 separate species, C25H42BN2O4P in total in a non-equilibrium geometry.

Geometry as XYZ:
```
75
Properties=species:S:1:pos:R:3:forces:R:3
C -3.22844 0.11002 4.33105 0.8 0.1 0.7
C -3.78779 1.01647 3.12104 -0.2 -1.0 1.4
P -3.85819 -0.13367 1.57748 -0.2 1.0 -0.4
C -4.84094 -1.63536 2.17905 -0.6 -0.4 0.1
C -2.05040 -0.53201 1.22693 4.8 -0.4 0.4
C -0.95954 0.49995 1.73095 2.1 -2.6 -1.8
C 0.56905 0.26918 1.44187 -1.3 -1.8 -1.0
C 1.11112 -0.99599 0.67573 -3.9 1.1 0.7
C 0.02721 -1.99613 0.17073 -0.2 2.9 1.8
C -1.50837 -1.76721 0.45401 2.2 2.1 0.6
B -2.52232 -2.88752 -0.13277 -1.1 -1.6 0.5
O -3.05917 -2.91756 -1.46886 0.9 1.4 2.4
O -2.93655 -3.92787 0.79989 0.6 1.4 -2.6
C 2.67911 -1.15688 0.47852 0.3 -1.5 0.1
O 3.19182 -2.30686 0.44691 -1.6 4.0 -0.2
C 3.53123 0.21224 0.33924 -1.6 1.7 0.9
C 4.87606 0.17885 -0.53958 -0.9 -0.9 0.6
C 6.07110 -0.33381 0.42087 -0.2 0.0 0.1
C 6.36108 -1.91615 0.34094 1.1 0.3 0.6
C 6.46008 -2.48521 1.85264 -0.6 -0.7 -0.5
C 7.39715 -3.79244 1.95091 0.0 0.5 0.8
N 8.71759 -3.40713 2.56856 -0.5 -0.4 -0.3
C 3.04108 1.38907 1.00936 1.0 -1.9 -1.5
C 3.85876 2.77341 0.83424 -0.3 0.0 0.0
C 1.70195 1.31840 1.91329 -0.4 1.2 1.4
O 1.54642 2.06492 2.92128 0.5 -2.6 -3.8
H -2.23158 -0.39881 4.03050 -1.6 0.9 0.5
H -3.93654 -0.74300 4.63974 0.9 1.4 -0.7
H -3.04121 0.71638 5.30082 -0.3 -0.9 -1.7
H -3.19362 1.97115 2.93001 -0.7 -1.5 0.2
H -4.84853 1.36030 3.43827 1.6 -0.6 -1.0
H -4.20404 -2.45640 2.65255 -1.1 1.1 -0.6
H -5.64130 -1.22658 2.91142 1.5 -0.6 -1.0
H -5.44990 -2.03061 1.27775 1.2 0.5 1.5
H -1.20530 1.45324 2.30280 0.3 -1.6 -0.9
H 0.40225 -2.90755 -0.42104 -0.9 1.5 1.1
H -3.03281 -1.97762 -1.77204 0.1 -1.1 -0.1
H -3.45997 -4.61406 0.32901 0.4 0.7 0.4
H 4.69376 -0.59397 -1.37269 0.4 1.1 1.2
H 5.09256 1.17582 -1.05785 -0.4 -1.4 1.1
H 5.79758 -0.10831 1.52323 0.3 -0.1 -1.9
H 7.02231 0.25883 0.19154 -1.3 -0.9 0.3
H 5.63551 -2.50332 -0.31528 0.8 0.9 1.1
H 7.40897 -2.05170 -0.13492 -1.6 0.2 0.7
H 6.89312 -1.66889 2.52759 -0.4 -1.2 -1.0
H 5.42137 -2.74434 2.29525 1.5 0.6 -1.0
H 6.92440 -4.56185 2.67068 0.7 1.1 -1.3
H 7.58757 -4.29240 0.92851 -0.4 0.9 1.6
H 9.16158 -2.64789 2.02794 -0.5 -0.5 0.6
H 8.57479 -3.12080 3.55497 0.2 0.0 -1.1
H 3.20556 3.69073 1.09419 1.1 -1.7 -0.1
H 4.20279 2.93106 -0.26051 -0.8 -0.5 1.7
H 4.83501 2.78265 1.45448 -1.8 0.0 -0.8
C -4.55818 3.73464 -5.12231 0.0 -0.1 0.0
C -3.56698 3.25332 -4.06809 -0.2 0.0 0.0
N -4.20242 2.69163 -2.88087 0.0 0.1 0.3
C -3.27895 2.50548 -1.76362 0.0 0.2 0.0
C -2.14400 1.50107 -1.94617 0.2 -0.1 0.2
C -5.13607 1.59314 -3.10646 -0.2 0.2 -0.2
C -4.61179 0.35085 -3.82551 -0.1 -0.3 0.0
H -5.27315 4.44388 -4.69715 0.0 -0.1 0.0
H -4.02281 4.24175 -5.92969 0.0 -0.1 0.1
H -5.11236 2.90590 -5.56996 0.0 0.1 0.0
H -2.97244 4.12386 -3.77029 0.0 -0.2 0.2
H -2.87103 2.54356 -4.53309 0.1 0.0 -0.1
H -3.84591 2.23843 -0.86481 -0.1 -0.1 -0.2
H -2.83175 3.47952 -1.53010 -0.1 0.0 -0.2
H -2.50320 0.47218 -1.89010 0.0 0.0 0.0
H -1.41272 1.62358 -1.13956 -0.1 0.0 -0.1
H -1.61158 1.63795 -2.88960 -0.1 0.0 0.0
H -5.98687 1.98003 -3.67817 0.1 0.1 0.0
H -5.57546 1.28748 -2.15028 0.2 0.2 0.0
H -4.01032 0.59526 -4.70345 0.0 0.0 0.1
H -5.45547 -0.25550 -4.16985 0.1 0.0 0.0
H -4.02000 -0.28079 -3.16210 0.1 0.0 -0.1
```
Positions in Å, forces in eV/Å.

Summary:
Total energy ... -1754.273986 hartree
LUMO ... -1.21 eV
Largest force on an atom ... 4.84 eV/Å
SMILES ... CCP(C)c1cc2c(cc1B(O)O)C(=O)C(CCCCCN)=C(C)C2=O.CCN(CC)CC
Kohn-Sham gap ... 6.89 eV

Here are the Löwdin charges for atoms 1 to 6, given in e:
1. C -0.1950
2. C -0.4103
3. P 0.9123
4. C -0.3150
5. C -0.3022
6. C 0.0031